A 7-piece molecular cluster, C28H56BrClN10O11PS overall at a distorted geometry. Source: the OMol25 dataset; level of theory: ωB97M-V/def2-TZVPD.

Atoms and positions in Å:
C1 0.1347 4.0363 0.4120
C2 1.4987 3.3084 0.4159
O1 2.2402 3.4515 1.3227
O2 1.7195 2.4828 -0.6640
C3 3.0965 2.4944 -1.0642
N1 3.2054 2.2527 -2.5052
C4 2.7692 0.9370 -3.0043
C5 2.5941 -0.1595 -1.9233
O3 3.5240 -0.7594 -1.5532
Br1 0.8459 -0.5649 -1.1581
C6 3.6851 3.2422 -3.2283
N2 4.1450 4.4617 -2.8704
C7 4.5528 5.1686 -3.9310
P1 5.1971 6.8982 -3.7230
S1 4.9624 8.0536 -5.2545
N3 4.3642 4.4142 -5.0235
C8 4.6622 4.8246 -6.4066
C9 3.3429 5.3018 -7.1082
C10 2.9595 4.4467 -8.3528
O4 1.8306 4.2267 -8.5715
O5 3.9217 3.9739 -9.2422
N4 3.8301 3.2555 -4.5928
Cl1 3.4526 2.1560 -5.8338
H1 0.0817 4.7861 -0.3953
H2 -0.0572 4.4639 1.4079
H3 -0.6292 3.2608 0.1956
H4 3.7081 1.7779 -0.4796
H5 3.4842 3.4905 -0.7810
H6 3.5607 0.5699 -3.6876
H7 1.8318 1.0083 -3.5936
H8 6.5220 6.7704 -3.2342
H9 4.4332 7.4281 -2.6438
H10 5.1934 4.0368 -6.9712
H11 5.3500 5.6912 -6.4181
H12 3.4271 6.3391 -7.4783
H13 2.4654 5.2216 -6.4415
H14 4.2319 3.1358 -8.8595
C11 -2.9077 -2.0203 1.5512
O6 -2.7733 -0.9334 1.0149
N5 -1.8988 -2.7905 2.0081
C12 -2.1276 -4.0809 2.6373
C13 -0.5419 -2.3062 1.8606
H15 -3.9020 -2.4708 1.7062
H16 -1.7297 -4.0601 3.6532
H17 -1.6193 -4.8564 2.0611
H18 -3.1919 -4.3076 2.6768
H19 -0.4403 -1.3527 2.3835
H20 -0.3348 -2.1449 0.8015
H21 0.1658 -3.0246 2.2688
C14 6.3017 -0.5872 0.7863
O7 7.4305 -0.9782 0.5710
N6 5.9120 0.0754 1.9023
C15 4.5516 0.5121 2.0880
C16 6.8948 0.3531 2.9361
H22 5.4836 -0.7453 0.0556
H23 4.5293 1.6003 2.1946
H24 4.1338 0.0534 2.9870
H25 3.9386 0.2283 1.2312
H26 7.7025 0.9551 2.5168
H27 7.3156 -0.5859 3.2983
H28 6.4312 0.8883 3.7623
C17 -3.9786 -7.6787 3.6156
O8 -2.8406 -8.0744 3.4467
N7 -4.4167 -7.0175 4.7079
C18 -5.7893 -6.5711 4.8412
C19 -3.4821 -6.7434 5.7844
H29 -4.7676 -7.8344 2.8595
H30 -5.8056 -5.4849 4.9568
H31 -6.2374 -7.0355 5.7228
H32 -6.3705 -6.8453 3.9616
H33 -2.6565 -6.1434 5.3999
H34 -3.0811 -7.6846 6.1656
H35 -3.9805 -6.2052 6.5875
C20 2.7161 4.4117 -14.4295
O9 2.7385 3.8354 -15.4972
N8 2.3670 3.8482 -13.2497
C21 2.3625 4.5961 -12.0077
C22 1.9845 2.4480 -13.2301
H36 2.9889 5.4772 -14.3359
H37 3.0521 4.1275 -11.3044
H38 1.3537 4.5868 -11.5880
H39 2.6696 5.6279 -12.1764
H40 2.8112 1.8402 -13.6023
H41 1.1235 2.2972 -13.8832
H42 1.7322 2.1411 -12.2165
C23 -4.6738 -2.3625 5.0519
O10 -4.1599 -3.2871 5.6604
N9 -4.9955 -1.1689 5.5772
C24 -5.6050 -0.1168 4.7875
C25 -4.7224 -0.9304 6.9839
H43 -4.9214 -2.4454 3.9794
H44 -4.9586 0.7633 4.7972
H45 -6.5747 0.1414 5.2175
H46 -5.7476 -0.4412 3.7576
H47 -3.6519 -1.0478 7.1654
H48 -5.2618 -1.6655 7.5811
H49 -5.0339 0.0719 7.2688
C26 -7.7697 -3.5424 9.1628
O11 -7.6402 -2.4523 8.6351
N10 -6.7599 -4.3190 9.6151
C27 -6.9992 -5.6084 10.2333
C28 -5.3931 -3.8466 9.4776
H50 -8.7626 -3.9962 9.3178
H51 -6.6051 -5.6007 11.2517
H52 -6.4942 -6.3862 9.6562
H53 -8.0654 -5.8270 10.2670
H54 -5.2870 -2.8986 10.0090
H55 -5.1759 -3.6813 8.4204
H56 -4.6958 -4.5755 9.8854

Computed properties:
HOMO-LUMO gap, eV: 5.9
Calculated total energy, eV: -170046.8780
Net charge: +1
F_max, eV Å⁻¹: 3.1

***

C28H56FIN3O4P as an isolated structure at a distorted geometry. Source: the OMol25 dataset; level of theory: ωB97M-V/def2-TZVPD.

Atoms and positions in Å:
C1 -6.0855 2.7979 -2.6339
C2 -6.9580 1.5512 -2.4548
C3 -6.6130 0.6277 -1.2516
C4 -5.8049 -0.5680 -1.7778
P1 -5.8956 1.5247 0.2331
I1 -8.2432 2.6226 0.4969
C5 -6.0077 1.0338 2.0640
C6 -6.5766 -0.3791 2.2674
F1 -6.9464 1.8522 2.6651
N1 -4.1967 0.9898 0.0379
C7 -3.2563 2.0316 -0.2895
C8 -2.8788 3.1220 0.6759
O1 -2.7490 2.0025 -1.3249
C9 -3.6206 -0.0210 0.8431
C10 -3.7897 -1.4935 0.6070
O2 -2.8934 0.2941 1.7132
H1 -5.0251 2.5932 -2.7196
H2 -6.3114 3.5069 -1.8466
H3 -6.4116 3.2920 -3.5428
H4 -6.8741 0.9861 -3.3749
H5 -7.9818 1.8855 -2.4268
H6 -7.5600 0.2283 -0.9152
H7 -4.7749 -0.3548 -2.0293
H8 -6.2843 -0.8885 -2.6957
H9 -5.9207 -1.4040 -1.0975
H10 -5.4612 2.8384 0.0053
H11 -5.1240 1.2523 2.6477
H12 -6.6159 -0.8891 1.3083
H13 -5.9855 -0.9239 2.9861
H14 -7.5961 -0.2923 2.6013
H15 -1.8998 2.9125 1.0768
H16 -2.7655 4.0240 0.0868
H17 -3.6103 3.3212 1.4495
H18 -4.6183 -1.9450 1.1404
H19 -3.8663 -1.7697 -0.4356
H20 -2.8934 -1.9672 0.9738
C11 2.3029 -2.6848 0.1299
C12 1.2107 -3.4413 -0.6714
C13 1.8042 -4.2241 -1.8537
C14 2.1062 -3.3977 -3.1013
C15 0.9015 -2.5410 -3.4804
C16 0.4314 -1.6650 -2.3198
N2 0.1553 -2.4769 -1.0959
O3 -0.9497 -3.1092 -1.2655
C17 1.5025 -0.5844 -2.0659
C18 -0.8100 -0.8763 -2.7334
C19 0.6815 -4.4869 0.3113
H21 2.2997 -1.6110 -0.0237
H22 2.1538 -2.7965 1.2045
H23 3.3044 -3.0499 -0.1050
H24 1.0986 -5.0084 -2.1471
H25 2.7088 -4.7411 -1.5288
H26 2.9931 -2.7780 -2.9430
H27 2.3511 -4.0671 -3.9291
H28 1.1521 -1.9119 -4.3371
H29 0.0873 -3.1947 -3.8100
H30 1.2362 0.0431 -1.2139
H31 1.5871 0.0636 -2.9392
H32 2.4997 -0.9853 -1.8976
H33 -1.6233 -1.5216 -3.0638
H34 -0.5695 -0.2122 -3.5629
H35 -1.1741 -0.2589 -1.9096
H36 0.1531 -4.0202 1.1439
H37 1.5208 -5.0522 0.7177
H38 0.0095 -5.2020 -0.1625
C20 5.0844 2.2073 3.8595
C21 4.9800 0.9467 2.9580
C22 6.3265 0.2155 2.8346
C23 7.3084 0.8109 1.8288
C24 6.6198 1.0481 0.4877
C25 5.3635 1.9058 0.6299
N3 4.4148 1.3302 1.6314
O4 3.8431 0.3067 1.1101
C26 5.7983 3.3374 1.0022
C27 4.6831 2.0584 -0.7285
C28 4.0505 0.0121 3.7337
H39 5.0535 3.1442 3.3128
H40 4.2379 2.2686 4.5442
H41 5.9966 2.2012 4.4582
H42 6.1387 -0.8191 2.5293
H43 6.7980 0.1570 3.8171
H44 7.7399 1.7371 2.2181
H45 8.1463 0.1243 1.6901
H46 7.3156 1.5278 -0.2038
H47 6.3644 0.0814 0.0414
H48 4.9330 3.9834 1.1596
H49 6.3874 3.7674 0.1918
H50 6.4310 3.3878 1.8854
H51 4.4272 1.0996 -1.1775
H52 5.3490 2.5710 -1.4222
H53 3.7708 2.6516 -0.6425
H54 3.0366 0.4108 3.7862
H55 4.4237 -0.0987 4.7524
H56 4.0034 -0.9847 3.2967

Computed properties:
HOMO-LUMO gap (spin up / spin down), eV: 8.9 / 8.4
Calculated total energy, eV: -62706.7019
Net charge: 0
Spin multiplicity: 3
Energy above the lowest of the compared OMol25 structures with the same formula, charge and spin, eV: 1.6654
F_max, eV Å⁻¹: 4.9

***

A 7-piece molecular cluster, C28H56IO22PS overall. Source: the OMol25 dataset; level of theory: ωB97M-V/def2-TZVPD.

Atoms and positions in Å:
O1 -4.1105 3.4478 9.5371
S1 -5.1408 3.1904 8.5798
O2 -5.9735 1.9246 9.2087
C1 -6.2372 0.7996 8.3600
C2 -7.1046 1.1218 7.1576
C3 -6.6223 2.2503 6.2344
C4 -5.1068 2.4137 6.0973
P1 -4.4188 1.0890 4.9581
O3 -3.6820 0.0867 6.0251
I1 -2.4967 2.3425 4.1456
O4 -4.3839 2.4344 7.3466
H1 -5.2901 0.3361 8.0812
H2 -6.7670 0.0853 8.9908
H3 -7.2534 0.1969 6.5920
H4 -8.0908 1.4050 7.5339
H5 -6.9986 2.0462 5.2274
H6 -7.0641 3.2065 6.5212
H7 -4.9086 3.3598 5.5847
H8 -4.2743 -0.6493 6.1965
C5 -4.0527 6.7752 8.3102
C6 -4.6398 6.5129 6.9442
O5 -5.7781 7.3470 6.6687
C7 -5.4977 8.6058 6.3400
O6 -4.3999 9.0820 6.2110
O7 -6.6504 9.2557 6.1720
C8 -6.5046 10.6434 5.8570
H9 -4.8177 6.6722 9.0808
H10 -3.2561 6.0620 8.5198
H11 -3.6426 7.7824 8.3674
H12 -5.0252 5.4958 6.8905
H13 -3.8959 6.6335 6.1565
H14 -5.8690 10.7769 4.9847
H15 -6.0819 11.1818 6.7035
H16 -7.5065 11.0061 5.6495
C9 -0.2619 1.3564 -2.1640
C10 -1.6000 2.0439 -2.3232
O8 -2.0312 2.6770 -1.1050
C11 -1.4313 3.8283 -0.8170
O9 -0.6130 4.3968 -1.4929
O10 -1.9029 4.2597 0.3545
C12 -1.3052 5.4713 0.8237
H17 -0.2973 0.6430 -1.3398
H18 -0.0129 0.8195 -3.0799
H19 0.5287 2.0770 -1.9610
H20 -2.3791 1.3180 -2.5450
H21 -1.5817 2.7778 -3.1281
H22 -1.3803 6.2560 0.0745
H23 -0.2593 5.3053 1.0770
H24 -1.8619 5.7500 1.7135
C13 -3.1071 -2.5445 -6.5276
C14 -2.1196 -1.6661 -7.2629
O11 -2.7616 -0.5767 -7.9459
C15 -3.1043 0.4485 -7.1696
O12 -2.8488 0.5642 -5.9977
O13 -3.7504 1.3418 -7.9156
C16 -4.2025 2.4963 -7.2003
H25 -3.8697 -2.9139 -7.2140
H26 -2.5887 -3.3969 -6.0891
H27 -3.6017 -1.9944 -5.7285
H28 -1.6221 -2.2300 -8.0494
H29 -1.3580 -1.2735 -6.5909
H30 -3.3773 2.9749 -6.6779
H31 -4.9773 2.2204 -6.4873
H32 -4.6098 3.1670 -7.9501
C17 2.0279 1.1059 -7.4024
C18 1.4093 0.4603 -6.1826
O14 2.2115 -0.6194 -5.6730
C19 3.2876 -0.2523 -4.9788
O15 3.6185 0.8743 -4.7189
O16 3.9353 -1.3589 -4.6097
C20 5.1554 -1.1236 -3.8970
H33 2.2189 0.3576 -8.1726
H34 1.3502 1.8577 -7.8069
H35 2.9701 1.5906 -7.1526
H36 0.4597 -0.0054 -6.4360
H37 1.2296 1.1862 -5.3899
H38 4.9813 -0.4831 -3.0360
H39 5.8947 -0.6677 -4.5531
H40 5.5013 -2.1005 -3.5710
C21 6.7255 -8.5689 -3.6015
C22 7.4097 -7.2285 -3.4470
O17 7.1356 -6.3522 -4.5523
C23 5.9285 -5.7900 -4.5480
O18 5.0856 -5.9207 -3.6971
O19 5.8127 -5.0485 -5.6481
C24 4.5356 -4.4187 -5.8085
H41 6.9979 -9.0313 -4.5510
H42 7.0162 -9.2355 -2.7896
H43 5.6424 -8.4581 -3.5817
H44 8.4903 -7.3556 -3.4510
H45 7.1323 -6.7402 -2.5131
H46 4.2724 -3.8360 -4.9316
H47 3.7668 -5.1659 -5.9987
H48 4.6316 -3.7623 -6.6677
C25 9.3148 -6.8334 3.6771
C26 9.2114 -6.7483 2.1703
O20 8.1069 -7.5135 1.6567
C27 6.9055 -6.9630 1.8268
O21 6.6778 -5.8984 2.3405
O22 5.9930 -7.7959 1.3266
C28 4.6394 -7.3672 1.5116
H49 9.3771 -7.8748 3.9948
H50 10.2100 -6.3120 4.0162
H51 8.4499 -6.3778 4.1553
H52 10.0866 -7.1931 1.7009
H53 9.1246 -5.7169 1.8297
H54 4.4937 -6.3648 1.1167
H55 4.3766 -7.3909 2.5678
H56 4.0286 -8.0764 0.9617

Computed properties:
HOMO-LUMO gap, eV: 9.2
Calculated total energy, eV: -103214.9757
Net charge: 0
F_max, eV Å⁻¹: 0.4

***

C28H56InP2Si as an isolated structure at a distorted geometry. Source: the OMol25 dataset; level of theory: ωB97M-V/def2-TZVPD.

Atoms and positions in Å:
In1 -0.2191 0.2388 0.0302
C1 -1.8534 1.8294 0.1251
C2 -2.2182 0.8634 -0.9056
C3 -2.1041 -0.3699 1.0882
C4 -1.8544 1.0712 1.3730
C5 -2.3687 -0.4957 -0.3376
C6 -1.9480 3.3618 0.0038
H1 -1.6168 3.7065 -0.9750
H2 -1.3426 3.8702 0.7494
H3 -2.9783 3.6904 0.1386
C7 -1.8553 1.6734 2.7900
H4 -1.6663 2.7439 2.7885
H5 -1.1292 1.1987 3.4460
H6 -2.8335 1.5305 3.2481
C8 -2.3643 -1.4454 2.1570
H7 -3.4285 -1.5167 2.3795
H8 -1.8472 -1.2168 3.0885
H9 -2.0244 -2.4253 1.8296
C9 -3.3012 -1.6403 -0.8166
H10 -4.3297 -1.3760 -0.5705
H11 -3.0995 -2.5684 -0.2852
H12 -3.3045 -1.8766 -1.8745
C10 -3.0905 1.4046 -2.0624
H13 -4.0149 1.7963 -1.6378
H14 -3.4221 0.6473 -2.7685
H15 -2.6386 2.2424 -2.5851
C11 1.3213 0.6338 -3.3892
C12 0.3032 1.5030 -3.5414
C13 -0.2759 1.8681 -4.8918
C14 -1.1364 0.7187 -5.4408
C15 -1.1795 -0.5087 -4.5138
C16 -0.1596 -1.3492 -4.4365
C17 1.1581 -1.1396 -5.1842
C18 2.0256 -0.0398 -4.5556
H16 0.5313 2.0978 -5.5878
H17 -0.7315 0.4175 -6.4060
H18 -0.8421 2.7957 -4.8090
H19 2.2915 0.7056 -5.3054
H20 1.7332 0.2755 -2.4746
H21 -0.2175 2.0055 -2.7690
H22 2.9799 -0.4408 -4.2145
H23 1.6932 -2.0813 -5.2939
H24 -0.2877 -2.3405 -4.0784
H25 0.9481 -0.8737 -6.2189
H26 -2.1330 1.0464 -5.7260
H27 -2.1318 -0.8391 -4.1963
P1 1.4050 1.8938 0.5870
C19 1.1651 2.8300 2.2240
H28 2.0371 3.4445 2.4457
H29 1.0260 2.1652 3.0730
H30 0.3151 3.5027 2.1635
C20 3.2295 1.4713 0.8771
H31 3.7711 2.3222 1.2897
H32 3.7131 1.1917 -0.0583
H33 3.3205 0.6383 1.5737
C21 1.7392 3.5179 -0.3514
H34 2.2378 3.3259 -1.3011
H35 2.3936 4.1737 0.2225
H36 0.8113 4.0549 -0.5430
P2 0.6925 -1.8942 -0.2286
C22 -0.4183 -3.4155 -0.5910
H37 0.1789 -4.2401 -0.9814
H38 -1.2116 -3.2103 -1.3019
H39 -0.9396 -3.7687 0.2984
C23 2.4166 -2.3738 -0.8870
H40 2.3956 -2.5767 -1.9470
H41 2.8180 -3.2871 -0.4495
H42 3.1335 -1.5787 -0.6854
C24 1.1628 -2.9328 1.3295
H43 1.3848 -3.9752 1.0963
H44 0.3525 -2.9413 2.0592
H45 2.0578 -2.5372 1.8114
C25 -0.3630 -0.3927 5.4115
Si1 0.8337 -1.1076 4.1543
C26 2.5158 -0.4700 4.6627
C27 0.8420 -2.9513 4.5149
C28 0.5692 -0.4655 2.3319
H46 -0.0766 -0.7604 6.4182
H47 -1.4043 -0.7102 5.2105
H48 -0.2935 0.7130 5.4254
H49 2.7210 -0.7596 5.7136
H50 3.2920 -0.9061 4.0010
H51 2.5342 0.6355 4.5741
H52 -0.1472 -3.3915 4.2722
H53 1.6465 -3.4672 3.9554
H54 1.0366 -3.0986 5.5970
H55 0.4569 0.4669 2.6289
H56 1.6126 -0.5251 2.0151

Computed properties:
HOMO-LUMO gap, eV: 7.1
Calculated total energy, eV: -61560.9655
Net charge: +1
F_max, eV Å⁻¹: 8.1